The following is a DFT calculation (ωB97M-V/def2-TZVPD) of C35H75BCrF4NO25 as an isolated structure.

Calculated values
LUMO energy (spin up / spin down)	-3.0 / -3.0	eV
energy	-130155.4952	eV
strongest force on any atom	4.4	eV/A
net charge	+1
HOMO level (spin up / spin down)	-11.25 / -11.41	eV
spin multiplicity	5
gap between HOMO and LUMO (spin up / spin down)	8.25 / 8.41	eV
ΔE to the lowest compared entry with this formula, charge and spin	0.000	eV

Last column: Löwdin charge in e.
Element x y z (Å)
Cr: -0.985 -1.285 -2.478  1.022
N: 1.640 1.889 -2.075  0.309
H: 1.848 1.306 -2.873  0.097
H: 1.052 2.636 -2.416  0.060
H: 2.436 2.137 -1.505  0.080
H: 1.022 1.310 -1.525  0.060
C: 2.836 -2.104 -3.279  -0.033
C: 2.099 -0.972 -4.009  -0.528
C: 1.842 -1.354 -5.463  -0.054
O: 0.887 -0.626 -3.348  -0.345
H: 3.115 -1.807 -2.268  0.050
H: 3.737 -2.363 -3.835  0.086
H: 2.340 -3.063 -3.133  0.066
H: 2.723 -0.083 -3.921  0.115
H: 1.200 -0.694 -6.047  0.077
H: 1.318 -2.307 -5.524  0.057
H: 2.788 -1.470 -5.993  0.082
B: -0.402 0.267 -0.270  -1.456
F: -1.332 0.324 0.749  0.170
F: -0.083 -1.084 -0.520  0.086
F: -0.886 0.741 -1.410  0.193
F: 0.741 0.922 0.053  0.185
C: -1.076 -5.303 -5.876  -0.059
C: -0.975 -4.439 -4.695  -0.222
O: -0.188 -5.044 -3.662  0.096
C: 0.070 -4.443 -2.538  -0.530
O: -0.336 -3.341 -2.178  0.038
O: 0.967 -5.176 -1.840  0.018
C: 1.323 -4.933 -0.487  -0.011
H: -1.571 -4.723 -6.655  0.095
H: -1.735 -6.147 -5.671  0.092
H: -0.099 -5.626 -6.234  0.099
H: -1.967 -4.177 -4.327  0.132
H: -0.509 -3.520 -5.050  0.112
H: 2.104 -5.653 -0.244  0.104
H: 0.485 -5.207 0.154  0.096
H: 1.833 -3.980 -0.339  0.094
C: -0.290 2.115 9.027  -0.086
C: -0.957 1.497 7.853  -0.234
O: -0.126 0.409 7.408  0.007
C: 0.075 -0.008 6.084  -0.482
O: 0.637 -1.082 5.839  0.098
O: -0.507 0.819 5.193  -0.014
C: -0.555 0.446 3.831  -0.042
H: -0.834 2.980 9.406  0.083
H: 0.778 2.330 8.994  0.089
H: -0.425 1.423 9.858  0.077
H: -0.986 2.331 7.151  0.117
H: -1.967 1.135 8.045  0.131
H: 0.448 0.217 3.471  0.089
H: -0.869 1.311 3.247  0.077
H: -1.312 -0.309 3.618  0.098
C: 7.142 1.747 2.653  -0.063
C: 7.138 1.265 1.173  -0.200
O: 5.960 1.721 0.499  0.025
C: 4.824 0.962 0.323  -0.454
O: 3.799 1.452 -0.226  0.071
O: 5.028 -0.304 0.693  0.010
C: 3.956 -1.205 0.588  -0.029
H: 8.116 1.664 3.135  0.078
H: 6.426 1.122 3.187  0.071
H: 6.826 2.750 2.938  0.071
H: 7.346 0.195 1.192  0.119
H: 8.088 1.645 0.798  0.118
H: 4.066 -2.165 1.092  0.106
H: 3.897 -1.469 -0.468  0.081
H: 3.035 -0.723 0.915  0.084
C: -0.582 3.756 1.181  -0.042
C: -0.032 5.179 1.154  -0.179
O: 1.391 5.407 1.266  0.021
C: 2.265 5.035 0.316  -0.508
O: 1.967 4.297 -0.652  0.072
O: 3.458 5.330 0.829  0.014
C: 4.701 4.967 0.229  -0.020
H: -0.155 3.101 0.422  0.051
H: -1.669 3.694 1.125  0.085
H: -0.298 3.347 2.151  0.075
H: -0.439 5.835 1.924  0.127
H: -0.213 5.723 0.226  0.118
H: 5.019 5.741 -0.471  0.101
H: 4.560 4.053 -0.348  0.070
H: 5.461 4.659 0.947  0.094
C: 2.196 -7.944 2.814  -0.038
C: 2.179 -6.904 3.992  -0.170
O: 2.514 -5.680 3.354  0.032
C: 1.553 -4.851 3.137  -0.554
O: 0.342 -5.105 2.967  0.080
O: 2.209 -3.644 2.984  -0.006
C: 1.509 -2.490 2.443  -0.038
H: 3.245 -7.889 2.523  0.078
H: 1.496 -7.689 2.018  0.065
H: 1.824 -8.960 2.942  0.074
H: 2.951 -7.041 4.749  0.126
H: 1.235 -6.876 4.536  0.124
H: 1.899 -1.527 2.774  0.079
H: 0.526 -2.463 2.913  0.090
H: 1.666 -2.284 1.384  0.062
C: -2.760 2.525 -3.561  -0.027
C: -2.303 3.817 -2.785  -0.128
O: -1.572 4.696 -3.697  0.056
C: -0.316 4.549 -3.997  -0.582
O: 0.369 3.719 -3.523  0.129
O: 0.087 5.427 -4.959  0.012
C: 1.118 5.153 -5.878  -0.050
H: -3.507 2.064 -2.915  0.053
H: -1.887 1.883 -3.682  0.062
H: -3.236 2.797 -4.503  0.087
H: -1.746 3.590 -1.876  0.114
H: -3.154 4.444 -2.519  0.112
H: 1.542 4.170 -5.673  0.089
H: 1.958 5.810 -5.653  0.095
H: 0.926 5.260 -6.946  0.098
C: -5.578 -0.345 -1.622  -0.051
C: -5.399 -1.894 -1.809  -0.154
O: -4.781 -2.527 -0.694  0.064
C: -3.506 -2.400 -0.442  -0.478
O: -2.680 -1.816 -1.140  0.046
O: -3.322 -2.960 0.823  0.015
C: -2.008 -3.134 1.347  -0.026
H: -5.839 0.022 -2.615  0.081
H: -4.657 0.160 -1.332  0.066
H: -6.401 -0.177 -0.927  0.080
H: -4.771 -2.019 -2.691  0.117
H: -6.392 -2.342 -1.855  0.135
H: -2.015 -3.239 2.432  0.108
H: -1.424 -2.230 1.175  0.068
H: -1.425 -3.864 0.784  0.090
C: -6.129 3.559 -1.402  -0.054
C: -6.756 3.190 -0.092  -0.138
O: -5.768 2.402 0.668  0.002
C: -5.622 2.573 1.937  -0.640
O: -6.044 3.520 2.589  0.108
O: -4.943 1.608 2.517  0.034
C: -4.458 0.465 1.832  -0.032
H: -5.265 4.212 -1.276  0.072
H: -6.760 4.151 -2.064  0.088
H: -5.734 2.740 -2.003  0.056
H: -7.559 2.453 -0.111  0.130
H: -7.032 3.957 0.631  0.124
H: -3.503 0.674 1.350  0.084
H: -5.146 0.108 1.066  0.068
H: -4.399 -0.411 2.478  0.102


The following is a DFT calculation (ωB97M-V/def2-TZVPD) of a 4-piece molecular cluster, C35H76FNO13 overall.

Calculated values
LUMO energy	0.6	eV
SMILES	COCCCCCCCCCCCCOC(=O)N(O)CCCF.COCCOCCOC.COCCOCCOC.COCCOCCOC
energy	-68344.1498	eV
strongest force on any atom	3.8	eV/A
HOMO level	-9.13	eV
gap between HOMO and LUMO	9.75	eV

Last column: Löwdin charge in e.
Element x y z (Å)
C: 2.965 -0.418 3.086  -0.100
O: 3.472 -1.717 2.890  -0.189
C: 4.254 -1.806 1.710  -0.219
C: 3.836 -3.028 0.855  -0.164
C: 2.332 -3.273 0.937  -0.199
C: 1.540 -2.203 0.128  -0.203
C: 1.058 -2.852 -1.175  -0.201
C: 0.394 -1.907 -2.196  -0.195
C: -0.471 -0.790 -1.598  -0.214
C: 0.301 0.479 -1.271  -0.220
C: -0.606 1.560 -0.606  -0.182
C: -0.302 2.980 -1.128  -0.188
C: 0.798 3.737 -0.368  -0.156
C: 1.972 2.877 0.043  -0.168
O: 3.141 3.690 0.324  0.027
C: 4.251 2.926 0.258  -0.549
O: 4.431 2.062 1.010  0.199
N: 5.152 3.286 -0.796  -0.078
O: 6.157 4.061 -0.141  0.005
C: 5.802 2.115 -1.385  -0.175
C: 4.851 1.000 -1.800  -0.150
C: 3.962 1.359 -2.975  -0.216
F: 4.723 1.406 -4.123  -0.039
H: 2.338 -0.127 2.236  0.078
H: 2.318 -0.402 3.962  0.065
H: 3.750 0.318 3.259  0.090
H: 4.097 -0.915 1.099  0.091
H: 5.302 -1.914 1.995  0.122
H: 4.412 -3.878 1.217  0.107
H: 4.075 -2.832 -0.191  0.109
H: 2.141 -4.238 0.465  0.100
H: 1.973 -3.348 1.958  0.106
H: 2.257 -1.422 -0.128  0.086
H: 0.735 -1.801 0.738  0.113
H: 1.958 -3.249 -1.653  0.108
H: 0.447 -3.721 -0.936  0.112
H: -0.262 -2.532 -2.805  0.099
H: 1.133 -1.472 -2.871  0.103
H: -1.170 -0.488 -2.384  0.111
H: -1.097 -1.117 -0.769  0.117
H: 0.696 0.937 -2.177  0.101
H: 1.122 0.298 -0.581  0.076
H: -0.432 1.533 0.472  0.109
H: -1.650 1.303 -0.774  0.102
H: -0.051 2.938 -2.189  0.107
H: -1.220 3.559 -1.027  0.099
H: 1.148 4.548 -1.003  0.118
H: 0.391 4.188 0.535  0.119
H: 1.694 2.330 0.945  0.125
H: 2.257 2.131 -0.699  0.098
H: 6.956 3.957 -0.677  0.098
H: 6.588 1.700 -0.745  0.129
H: 6.308 2.447 -2.294  0.128
H: 5.474 0.171 -2.133  0.125
H: 4.255 0.605 -0.980  0.095
H: 3.391 2.273 -2.824  0.117
H: 3.265 0.531 -3.109  0.108
C: -1.883 -8.550 -2.930  -0.114
O: -0.933 -7.895 -3.741  -0.202
C: -0.225 -8.784 -4.591  -0.202
C: 0.203 -8.093 -5.868  -0.181
O: -0.846 -7.896 -6.807  -0.126
C: -1.823 -6.906 -6.508  -0.181
C: -1.321 -5.482 -6.620  -0.201
O: -0.533 -5.130 -5.493  -0.203
C: 0.477 -4.195 -5.801  -0.115
H: -1.390 -9.205 -2.203  0.088
H: -2.444 -7.787 -2.394  0.088
H: -2.583 -9.131 -3.541  0.087
H: -0.849 -9.650 -4.843  0.126
H: 0.665 -9.133 -4.051  0.128
H: 0.915 -8.750 -6.373  0.127
H: 0.726 -7.159 -5.658  0.119
H: -2.288 -7.090 -5.538  0.120
H: -2.600 -7.040 -7.264  0.127
H: -2.179 -4.799 -6.658  0.128
H: -0.742 -5.376 -7.545  0.127
H: 1.130 -4.573 -6.596  0.088
H: 1.079 -4.046 -4.905  0.081
H: 0.039 -3.235 -6.097  0.089
C: 0.222 2.059 6.273  -0.111
O: -0.023 0.787 6.830  -0.198
C: 1.144 -0.018 6.898  -0.200
C: 1.072 -0.983 8.062  -0.178
O: 1.306 -0.387 9.332  -0.125
C: 0.290 0.452 9.865  -0.182
C: -0.947 -0.287 10.331  -0.202
O: -1.759 -0.670 9.232  -0.201
C: -2.471 -1.864 9.467  -0.116
H: 0.496 1.978 5.215  0.084
H: -0.696 2.640 6.356  0.088
H: 1.013 2.581 6.824  0.089
H: 2.037 0.609 7.006  0.129
H: 1.217 -0.582 5.959  0.113
H: 1.879 -1.709 7.936  0.129
H: 0.136 -1.544 8.056  0.120
H: 0.036 1.256 9.172  0.119
H: 0.743 0.920 10.743  0.127
H: -1.542 0.374 10.975  0.127
H: -0.642 -1.166 10.911  0.126
H: -1.787 -2.684 9.716  0.087
H: -2.998 -2.124 8.550  0.088
H: -3.203 -1.733 10.271  0.088
C: -4.085 7.099 -4.934  -0.113
O: -4.852 6.430 -3.957  -0.201
C: -4.376 5.124 -3.680  -0.202
C: -4.678 4.723 -2.252  -0.181
O: -3.832 5.328 -1.282  -0.135
C: -4.020 6.716 -1.026  -0.180
C: -5.295 7.045 -0.278  -0.201
O: -6.421 6.993 -1.140  -0.201
C: -7.601 6.602 -0.475  -0.115
H: -4.189 6.615 -5.912  0.088
H: -4.455 8.120 -5.005  0.088
H: -3.028 7.132 -4.645  0.087
H: -3.293 5.068 -3.847  0.125
H: -4.877 4.428 -4.366  0.128
H: -4.487 3.651 -2.164  0.126
H: -5.731 4.879 -2.009  0.119
H: -3.931 7.302 -1.942  0.120
H: -3.181 7.000 -0.386  0.127
H: -5.224 8.065 0.122  0.128
H: -5.413 6.344 0.556  0.126
H: -7.471 5.629 0.013  0.087
H: -8.389 6.509 -1.221  0.088
H: -7.901 7.351 0.266  0.088


The following is a DFT calculation (ωB97M-V/def2-TZVPD) of a 6-piece molecular cluster, C35H77BrClN3O12PS overall.

Calculated values
LUMO energy	-3.5	eV
energy	-169257.5621	eV
strongest force on any atom	3.3	eV/A
net charge	+1
HOMO level	-10.86	eV
gap between HOMO and LUMO	7.31	eV

Last column: Löwdin charge in e.
Element x y z (Å)
C: 2.169 -1.012 3.711  0.082
C: 2.095 -0.120 2.882  -0.136
C: 2.305 1.138 1.980  -0.172
C: 1.013 2.054 1.907  -0.178
C: -0.297 1.271 1.462  -0.122
C: -0.409 1.018 -0.096  -0.224
C: 0.350 -0.209 -0.777  -0.216
C: 0.095 -1.688 -0.255  -0.125
C: 1.329 -2.366 0.477  -0.172
C: 1.326 -3.916 0.033  -0.227
C: 0.516 -4.786 1.115  -0.112
N: -0.201 0.006 -2.180  -0.073
P: 1.078 0.255 -3.330  0.289
O: 1.925 1.687 -3.056  -0.199
O: 2.187 -0.986 -3.028  -0.212
S: 0.534 0.067 -5.176  0.364
C: -1.283 0.948 -2.191  -0.330
N: -1.873 1.523 -3.204  -0.261
Cl: -3.202 2.589 -2.954  0.785
N: -1.709 1.143 -0.791  -0.007
C: -2.698 0.022 -0.673  -0.229
C: -3.222 -0.254 0.786  -0.666
C: -3.982 -1.670 0.719  -0.144
Br: -4.626 1.058 1.340  0.719
H: 2.248 -2.047 4.132  0.064
H: 3.170 1.757 2.344  0.124
H: 2.538 0.763 0.943  0.088
H: 1.163 2.998 1.290  0.113
H: 0.834 2.426 2.969  0.130
H: -0.434 0.313 2.039  0.102
H: -1.169 1.946 1.752  0.133
H: 0.186 1.902 -0.515  0.153
H: 1.460 -0.012 -0.740  0.116
H: -0.287 -2.280 -1.150  0.125
H: -0.799 -1.636 0.451  0.101
H: 2.323 -1.883 0.268  0.112
H: 1.069 -2.388 1.580  0.083
H: 2.369 -4.343 0.009  0.108
H: 0.823 -4.086 -0.961  0.094
H: -0.539 -4.392 1.212  0.064
H: 0.524 -5.872 0.785  0.069
H: 1.039 -4.665 2.111  0.076
H: 2.665 1.468 -2.450  0.081
H: 3.098 -0.679 -3.227  0.075
H: -1.558 1.353 -4.171  0.068
H: -2.366 -0.967 -1.109  0.126
H: -3.608 0.336 -1.283  0.112
H: -2.427 -0.384 1.567  0.068
H: -3.143 -2.441 0.802  0.080
H: -4.457 -1.847 -0.288  0.090
H: -4.664 -1.841 1.593  0.076
C: -0.217 -7.102 -4.412  -0.114
O: -0.261 -8.469 -4.035  -0.188
C: 0.849 -8.845 -3.224  -0.197
C: 0.455 -8.938 -1.758  -0.193
O: 0.133 -7.654 -1.225  -0.212
C: -1.267 -7.449 -1.111  -0.113
H: -1.184 -6.839 -4.844  0.089
H: -0.032 -6.449 -3.555  0.077
H: 0.557 -6.950 -5.170  0.089
H: 1.686 -8.153 -3.361  0.125
H: 1.171 -9.834 -3.564  0.127
H: 1.310 -9.314 -1.188  0.126
H: -0.375 -9.638 -1.619  0.128
H: -1.662 -8.041 -0.280  0.092
H: -1.793 -7.713 -2.032  0.087
H: -1.441 -6.393 -0.902  0.076
C: -3.879 -1.769 6.613  -0.109
O: -3.564 -3.139 6.813  -0.189
C: -4.375 -4.004 6.024  -0.197
C: -3.616 -4.516 4.809  -0.192
O: -3.340 -3.462 3.888  -0.203
C: -1.995 -3.016 3.966  -0.107
H: -3.094 -1.169 7.078  0.090
H: -3.926 -1.512 5.551  0.079
H: -4.831 -1.531 7.095  0.091
H: -5.303 -3.505 5.724  0.126
H: -4.641 -4.856 6.656  0.127
H: -4.243 -5.242 4.284  0.126
H: -2.694 -5.024 5.110  0.128
H: -1.330 -3.764 3.521  0.075
H: -1.691 -2.823 4.998  0.091
H: -1.908 -2.087 3.399  0.072
C: 8.086 1.538 -6.260  -0.107
O: 8.143 0.120 -6.187  -0.188
C: 8.087 -0.359 -4.848  -0.199
C: 6.702 -0.890 -4.510  -0.197
O: 5.736 0.161 -4.480  -0.213
C: 4.931 0.194 -5.652  -0.111
H: 7.923 1.817 -7.302  0.092
H: 7.266 1.944 -5.662  0.081
H: 9.036 1.966 -5.928  0.091
H: 8.391 0.420 -4.141  0.127
H: 8.805 -1.180 -4.773  0.128
H: 6.729 -1.327 -3.507  0.122
H: 6.403 -1.676 -5.212  0.128
H: 4.222 -0.641 -5.638  0.081
H: 5.535 0.147 -6.561  0.091
H: 4.371 1.129 -5.655  0.089
C: 0.820 6.531 1.380  -0.100
O: 1.569 5.725 0.480  -0.210
C: 1.152 5.893 -0.872  -0.204
C: 2.117 6.783 -1.642  -0.203
O: 2.078 8.121 -1.163  -0.187
C: 3.184 8.434 -0.328  -0.104
H: 1.321 6.513 2.349  0.093
H: 0.759 7.568 1.043  0.089
H: -0.188 6.119 1.500  0.080
H: 0.132 6.288 -0.921  0.126
H: 1.150 4.898 -1.332  0.110
H: 1.807 6.811 -2.692  0.125
H: 3.135 6.382 -1.603  0.126
H: 4.090 8.535 -0.933  0.090
H: 3.339 7.671 0.440  0.083
H: 2.982 9.386 0.162  0.092
C: -3.985 4.806 1.533  -0.125
O: -3.631 4.909 2.902  -0.200
C: -3.481 6.262 3.326  -0.202
C: -4.695 6.733 4.112  -0.198
O: -5.847 6.819 3.280  -0.190
C: -6.732 5.724 3.461  -0.109
H: -4.283 3.775 1.336  0.000
H: -4.820 5.463 1.277  0.089
H: -3.118 5.045 0.906  0.080
H: -3.289 6.920 2.472  0.125
H: -2.604 6.296 3.980  0.123
H: -4.498 7.741 4.490  0.126
H: -4.881 6.082 4.972  0.127
H: -7.252 5.820 4.419  0.090
H: -6.204 4.767 3.424  0.082
H: -7.470 5.746 2.659  0.089


| no. | molecular weight (g/mol) |
| --- | --- |
| 1 | 1048.77 |
| 2 | 737.99 |
| 3 | 910.41 |